--- one ---
{"formula": "C4H4O3S", "method": "ωB97M-V/def2-TZVPD", "smiles": "O=C1CC[C@]2(OS2)O1", "lumo_energy_ev": -0.23, "orbital_gap_ev": 9.3, "species": ["O", "C", "C", "C", "C", "O", "S", "O", "H", "H", "H", "H"], "positions_angstrom": [[0.28033, -3.11674, 0.12730], [0.58421, -1.98327, 0.01383], [-0.25687, -0.69993, -0.33779], [0.63162, 0.37089, 0.17687], [1.99952, -0.18014, -0.02950], [2.79226, 0.14284, -1.07599], [3.47587, 0.59560, 0.41544], [1.83900, -1.61690, 0.16983], [-0.44572, -0.66764, -1.45305], [-1.13564, -0.74708, 0.25819], [0.51628, 1.43245, -0.35834], [0.48262, 0.49823, 1.20371]]}

--- two ---
{"formula": "C4H4O3S", "method": "ωB97M-V/def2-TZVPD", "smiles": "O=C(OC=S)[C@@H]1CO1", "lumo_energy_ev": -0.44, "orbital_gap_ev": 8.8, "species": ["O", "C", "O", "C", "S", "C", "C", "O", "H", "H", "H", "H"], "positions_angstrom": [[0.17417, 2.03680, -0.09157], [0.00786, 0.85074, -0.16012], [1.02197, -0.07850, -0.23864], [2.27605, 0.39547, -0.18764], [3.56667, -0.58432, -0.16450], [-1.30811, 0.17151, -0.15309], [-1.43900, -1.13382, 0.46438], [-1.40892, -0.97567, -0.95213], [2.26975, 1.50312, -0.07682], [-2.14462, 0.85596, -0.20138], [-2.45056, -1.39585, 0.87315], [-0.56525, -1.64543, 0.88838]]}

Which of them is the least stable? Correct choice: two.

--- one ---
{"formula": "C18H45BrCuN5O2P2Se", "method": "ωB97M-V/def2-TZVPD", "multiplicity": 2, "total_charge": 1, "lumo_energy_ev": [-2.41, -3.12], "orbital_gap_ev": [8.0, 7.3], "species": ["Cu", "Se", "C", "N", "C", "C", "N", "C", "C", "C", "C", "N", "H", "H", "H", "H", "H", "H", "H", "H", "H", "H", "H", "H", "H", "H", "N", "C", "P", "O", "O", "C", "N", "H", "H", "H", "H", "H", "H", "H", "H", "H", "H", "Br", "C", "C", "C", "P", "C", "C", "C", "C", "C", "C", "H", "H", "H", "H", "H", "H", "H", "H", "H", "H", "H", "H", "H", "H", "H", "H", "H", "H", "H", "H", "H"], "positions_angstrom": [[0.00876, 0.21294, -0.33711], [0.08074, -4.28227, -0.01580], [-0.01440, -2.64962, -0.77040], [-0.03956, -1.60101, -1.27007], [6.25010, 0.84983, 0.22948], [5.48550, -0.06805, -0.71317], [4.20141, -0.51956, -0.17920], [4.20876, -1.70201, 0.68117], [4.18612, -1.39957, 2.17453], [3.05086, 0.14067, -0.41725], [3.07213, 1.30274, -1.36865], [1.91795, -0.18988, 0.11764], [7.16083, 1.20727, -0.24996], [6.53598, 0.33302, 1.14373], [5.64913, 1.71684, 0.50643], [6.07389, -0.96209, -0.92863], [5.32216, 0.41925, -1.67237], [5.10614, -2.26786, 0.42883], [3.36394, -2.33975, 0.40011], [5.03652, -0.78413, 2.45992], [4.24583, -2.33096, 2.73855], [3.27675, -0.88516, 2.48570], [3.28117, 0.96480, -2.38470], [3.83459, 2.02880, -1.09074], [2.10794, 1.80301, -1.34255], [1.96061, -0.96084, 0.77415], [0.15273, 1.69933, 3.82413], [-0.98978, 0.76311, 3.63233], [-0.17357, -0.82236, 3.12489], [1.15377, -0.76422, 3.79838], [-0.35272, -1.02104, 1.65194], [-1.18562, -2.21419, 3.82692], [-0.96890, -3.38288, 2.91784], [0.94239, 1.11861, 4.16723], [-0.05631, 2.46541, 4.45761], [0.41865, 2.08012, 2.87163], [-1.63904, 1.15916, 2.85186], [-1.53038, 0.67680, 4.57332], [-2.24995, -1.98121, 3.80045], [-0.89713, -2.49772, 4.83654], [-1.72538, -4.06201, 2.95779], [-0.10254, -3.87501, 3.12993], [-0.86548, -3.08189, 1.90776], [0.08163, 2.42267, 0.60054], [-2.54401, 3.29486, -1.77504], [-3.16850, 1.96669, -1.34601], [-3.65930, 2.04870, 0.10182], [-2.05997, 0.50842, -1.54527], [-3.17562, -0.97583, -1.42567], [-4.61515, -0.75643, -1.89228], [-3.19094, -1.61776, -0.03890], [-1.45415, 0.46285, -3.28673], [-2.48571, 0.76965, -4.36942], [-0.19209, 1.31005, -3.44960], [-3.23483, 4.10394, -1.53629], [-2.35507, 3.33392, -2.84711], [-1.60846, 3.48804, -1.25226], [-4.02902, 1.77226, -1.99431], [-2.82713, 2.30203, 0.75956], [-4.10370, 1.11452, 0.44722], [-4.41353, 2.83053, 0.19438], [-2.69334, -1.68403, -2.10843], [-5.15742, -0.10275, -1.20754], [-5.13719, -1.71381, -1.90132], [-4.68959, -0.33170, -2.89079], [-3.87267, -1.08358, 0.62846], [-2.20551, -1.63341, 0.41389], [-3.54988, -2.64482, -0.12201], [-1.14773, -0.58491, -3.38815], [-2.96427, 1.73834, -4.22730], [-3.26312, 0.01058, -4.42447], [-1.99094, 0.79341, -5.34112], [-0.39310, 2.37871, -3.36034], [0.23607, 1.13329, -4.43670], [0.56962, 1.04910, -2.70899]]}

--- two ---
{"formula": "C18H45BrCuN5O2P2Se", "method": "ωB97M-V/def2-TZVPD", "multiplicity": 2, "total_charge": 1, "lumo_energy_ev": [-2.38, -3.24], "orbital_gap_ev": [8.1, 7.2], "species": ["Cu", "Se", "C", "N", "C", "C", "N", "C", "C", "C", "C", "N", "H", "H", "H", "H", "H", "H", "H", "H", "H", "H", "H", "H", "H", "H", "N", "C", "P", "O", "O", "C", "N", "H", "H", "H", "H", "H", "H", "H", "H", "H", "H", "Br", "C", "C", "C", "P", "C", "C", "C", "C", "C", "C", "H", "H", "H", "H", "H", "H", "H", "H", "H", "H", "H", "H", "H", "H", "H", "H", "H", "H", "H", "H", "H"], "positions_angstrom": [[-0.13631, -0.19846, -0.31939], [4.02475, 1.44804, 0.68324], [2.69721, 0.66795, -0.24383], [1.83806, 0.16332, -0.84396], [-2.45775, 5.48863, -1.90976], [-1.27068, 4.72666, -2.48211], [-0.61106, 3.85266, -1.51156], [0.38792, 4.46184, -0.63368], [-0.10920, 4.76387, 0.77592], [-0.92183, 2.54589, -1.38648], [-1.91462, 1.95086, -2.34140], [-0.39641, 1.77888, -0.48188], [-2.93155, 6.08556, -2.68907], [-2.14877, 6.16415, -1.11296], [-3.20325, 4.80378, -1.50320], [-0.51785, 5.42598, -2.84856], [-1.57804, 4.13780, -3.34276], [0.71134, 5.38269, -1.11801], [1.26943, 3.81335, -0.60139], [-0.94832, 5.45791, 0.75373], [0.69256, 5.22784, 1.35200], [-0.42596, 3.86757, 1.30955], [-1.49562, 1.91053, -3.34808], [-2.83084, 2.53831, -2.38068], [-2.16927, 0.94681, -2.01514], [0.26221, 2.24668, 0.12949], [-2.59378, 0.41049, 3.25579], [-1.32574, -0.26152, 3.66846], [-0.00910, 0.91222, 3.10361], [-0.64316, 2.25185, 3.25735], [0.60295, 0.43202, 1.82901], [1.38850, 0.74358, 4.30254], [2.57612, 1.34463, 3.62171], [-2.43090, 1.43010, 3.34072], [-3.40177, 0.11485, 3.79788], [-2.76078, 0.18638, 2.24065], [-1.25886, -1.22600, 3.16885], [-1.33166, -0.38955, 4.74980], [1.61294, -0.30296, 4.50404], [1.21038, 1.27142, 5.23698], [3.45964, 1.08502, 4.05831], [2.52289, 2.36425, 3.61167], [2.65503, 1.07551, 2.60531], [-2.48570, -0.64054, 0.23705], [-1.93054, -3.78957, -1.51990], [-0.66958, -3.86936, -0.65922], [-1.03040, -4.08215, 0.81284], [0.46253, -2.42400, -0.84142], [2.05678, -2.93995, -0.03314], [2.35224, -4.44084, -0.06167], [2.19568, -2.41433, 1.39663], [0.89629, -2.26893, -2.63364], [1.17452, -3.57795, -3.37168], [-0.13162, -1.40638, -3.36941], [-2.55638, -4.65851, -1.30847], [-1.70402, -3.80276, -2.58436], [-2.51511, -2.89762, -1.29973], [-0.08387, -4.72931, -0.99847], [-1.63599, -3.25273, 1.17907], [-0.14921, -4.17735, 1.44667], [-1.61319, -4.99890, 0.91646], [2.80379, -2.42435, -0.64459], [1.67478, -4.99233, 0.59193], [3.36511, -4.60876, 0.30794], [2.28864, -4.87653, -1.05596], [1.53973, -2.95728, 2.08109], [1.96171, -1.35487, 1.46414], [3.22269, -2.56757, 1.73499], [1.82416, -1.69082, -2.59147], [0.33209, -4.26821, -3.33086], [2.05305, -4.08796, -2.98194], [1.36715, -3.36307, -4.42399], [-1.12219, -1.86090, -3.38964], [0.18932, -1.25848, -4.40177], [-0.22130, -0.41907, -2.91018]]}

Which of them is the least stable? Correct choice: one.

--- one ---
{"formula": "C5H11O3", "method": "ωB97M-V/def2-TZVPD", "total_charge": -1, "lumo_energy_ev": 3.61, "orbital_gap_ev": 6.3, "species": ["C", "O", "C", "C", "C", "C", "O", "H", "H", "H", "H", "H", "H", "H", "H", "H", "H", "H", "O"], "positions_angstrom": [[1.64344, 1.49287, 0.34866], [1.70221, 2.14082, -0.94461], [1.75055, -0.02302, 0.25668], [0.65917, -0.77022, 1.05211], [-0.61778, -0.90170, 0.25646], [-1.87374, -0.77722, 0.81688], [-3.00599, -1.14359, 0.37815], [2.52253, 1.90928, 0.81017], [0.76188, 1.80485, 0.91523], [2.75311, -0.35654, 0.54809], [1.60186, -0.30268, -0.78539], [1.07947, -1.76159, 1.24337], [0.42142, -0.27488, 1.99432], [-0.50984, -1.26882, -0.76549], [0.84287, 2.05346, -1.36868], [-1.80575, -0.22851, 1.78699], [-2.70401, -1.02108, -1.54577], [-2.41638, 0.15151, -2.51313], [-2.80503, -0.72294, -2.48404]]}

--- two ---
{"formula": "C5H11O3", "method": "ωB97M-V/def2-TZVPD", "total_charge": -1, "lumo_energy_ev": 3.82, "orbital_gap_ev": 6.5, "species": ["C", "O", "C", "C", "C", "C", "O", "H", "H", "H", "H", "H", "H", "H", "H", "H", "H", "H", "O"], "positions_angstrom": [[0.08162, -1.47648, -0.88652], [-1.11698, -0.99758, -1.52157], [0.07250, -1.37258, 0.66420], [0.18255, 0.00183, 1.30502], [-1.02520, 0.88539, 0.93544], [-0.96490, 1.88349, -0.01692], [-1.88397, 2.62866, -0.46087], [0.20084, -2.51688, -1.19723], [0.86788, -0.85594, -1.33186], [0.90786, -2.01165, 1.02941], [-0.90916, -1.84681, 0.83175], [0.14194, -0.08128, 2.40916], [1.13814, 0.53534, 1.20501], [-1.94405, 0.62888, 1.44942], [-1.50055, -0.37613, -0.85219], [0.03686, 2.00710, -0.45037], [1.91787, 0.49364, -0.39800], [1.54450, 1.42127, -1.61182], [2.25224, 1.04975, -1.10206]]}

--- three ---
{"formula": "C5H11O3", "method": "ωB97M-V/def2-TZVPD", "total_charge": -1, "lumo_energy_ev": 3.85, "orbital_gap_ev": 6.2, "species": ["C", "O", "C", "C", "C", "C", "O", "H", "H", "H", "H", "H", "H", "H", "H", "H", "H", "H", "O"], "positions_angstrom": [[-0.73533, 1.21989, 0.84284], [0.08757, 2.18866, 0.11249], [0.13548, 0.19842, 1.69227], [0.89575, -0.80909, 0.75592], [1.45660, -0.21709, -0.43590], [0.87440, -0.34587, -1.76403], [1.24400, 0.12381, -2.82482], [-1.26972, 1.78823, 1.59033], [-1.20751, 0.77845, 0.03268], [-0.56938, -0.32869, 2.44225], [0.86799, 0.71975, 2.20426], [1.63563, -1.36375, 1.35215], [0.13087, -1.54425, 0.37575], [2.26602, 0.32958, -0.25261], [0.68971, 1.71960, -0.51165], [0.10635, -1.15492, -1.96515], [-2.63131, -0.50281, -1.35438], [-1.58921, -1.46599, -0.85541], [-2.38793, -1.33394, -1.43700]]}

--- four ---
{"formula": "C5H11O3", "method": "ωB97M-V/def2-TZVPD", "total_charge": -1, "lumo_energy_ev": 4.08, "orbital_gap_ev": 8.4, "species": ["C", "C", "C", "O", "O", "H", "H", "H", "H", "H", "C", "C", "O", "H", "H", "H", "H", "H", "H"], "positions_angstrom": [[-1.61237, 1.15278, 0.16809], [-2.42295, 1.31908, -1.13956], [-1.19693, -0.28821, 0.53006], [-1.62074, -1.17082, -0.24432], [-0.37906, -0.28000, 1.48942], [-0.67003, 1.71738, 0.23013], [-2.38134, 1.36508, 0.95644], [-2.72173, 2.36914, -1.21074], [-3.01776, 0.43964, -1.32737], [-1.61537, 1.33976, -1.92293], [2.10669, -1.32763, 0.69223], [2.19799, -0.07036, -0.17206], [1.18382, -2.33684, 0.38109], [3.12777, -1.75635, 0.62474], [2.06861, -1.24566, 1.80379], [2.44539, 0.79766, 0.42682], [0.29802, -1.94817, 0.28187], [1.21168, 0.14795, -0.67095], [2.99832, -0.22442, -0.89674]]}

Which of them is the least stable? Correct choice: three.

--- one ---
{"formula": "C5H11O3", "method": "ωB97M-V/def2-TZVPD", "total_charge": -1, "lumo_energy_ev": 3.64, "orbital_gap_ev": 7.6, "species": ["C", "C", "O", "H", "H", "H", "H", "H", "H", "C", "C", "C", "O", "O", "H", "H", "H", "H", "H"], "positions_angstrom": [[0.81001, 2.16717, 0.39098], [1.98128, 1.49647, 1.11805], [0.54633, 3.27204, 1.20192], [1.36384, 2.41566, -0.52859], [-0.05509, 1.68304, 0.12051], [2.62020, 0.75599, 0.71846], [0.68354, 3.98048, 0.73654], [1.48058, 1.10156, 2.04817], [2.60892, 2.19062, 1.68039], [-1.06438, -2.03301, -1.27712], [-1.11774, -2.85181, 0.05775], [-1.26415, -0.47664, -1.14907], [-0.31292, 0.25338, -1.19514], [-2.47492, -0.22572, -1.08776], [-0.29321, -2.33500, -1.94606], [-2.11763, -2.23503, -1.78865], [-0.37019, -2.61416, 0.66229], [-0.88022, -3.91055, -0.07303], [-2.14427, -2.63450, 0.31038]]}

--- two ---
{"formula": "C5H11O3", "method": "ωB97M-V/def2-TZVPD", "total_charge": -1, "lumo_energy_ev": 3.71, "orbital_gap_ev": 7.8, "species": ["C", "C", "O", "O", "H", "H", "H", "C", "C", "C", "O", "H", "H", "H", "H", "H", "H", "H", "H"], "positions_angstrom": [[-0.58625, 2.33386, -1.08461], [-0.87032, 2.06180, 0.37915], [-1.22606, 0.91700, 0.72787], [-0.44380, 3.02697, 1.07206], [0.49997, 2.17811, -1.30364], [-0.47392, 3.38047, -1.35420], [-1.31244, 1.80742, -1.67909], [0.63135, -2.27913, -0.29153], [2.18387, -2.11907, 0.03440], [-0.23002, -1.86731, 0.94311], [0.17102, -1.55991, -1.47813], [0.30338, -3.33179, -0.69428], [2.37167, -2.59929, 1.05807], [0.26225, -2.00399, 1.95079], [-0.41517, -0.73214, 0.92356], [-1.32834, -2.35078, 0.74735], [0.01561, -0.62001, -1.48493], [2.53916, -1.03209, 0.13417], [2.75675, -2.54931, -0.75535]]}

--- three ---
{"formula": "C5H11O3", "method": "ωB97M-V/def2-TZVPD", "total_charge": -1, "lumo_energy_ev": 3.95, "orbital_gap_ev": 6.7, "species": ["O", "C", "C", "C", "C", "C", "O", "H", "H", "H", "H", "H", "H", "H", "H", "H", "H", "H", "O"], "positions_angstrom": [[-1.43254, -1.55706, 1.35720], [-0.77685, -1.90926, 0.32796], [-0.48481, -1.19286, -0.80465], [-0.87606, 0.21262, -1.12328], [0.27246, 0.97765, -1.79011], [1.35523, 1.43492, -0.82053], [2.44804, 0.56093, -0.51566], [-0.36436, -2.94389, 0.33774], [0.15302, -1.67279, -1.54090], [2.02307, -0.19313, -0.17169], [-1.18192, 0.76481, -0.22237], [-1.78635, 0.33317, -1.73765], [0.73364, 0.28020, -2.49907], [-0.08459, 1.87565, -2.29978], [1.87354, 2.24677, -1.34369], [0.89382, 1.77242, 0.11361], [-0.69020, 0.31678, 2.00547], [-1.41450, 0.59042, 3.30658], [-0.67253, 0.89421, 2.78169]]}

Which of them is the least stable? Correct choice: one.

--- one ---
{"formula": "CH6NO2", "method": "ωB97M-V/def2-TZVPD", "total_charge": -1, "lumo_energy_ev": 4.59, "orbital_gap_ev": 7.9, "species": ["N", "C", "O", "H", "H", "H", "H", "H", "H", "O"], "positions_angstrom": [[2.00040, 0.29474, -0.00985], [0.27208, 0.85666, 0.13165], [-0.75621, 0.02499, 0.36064], [2.48356, 1.18918, 0.00415], [2.09729, -0.11358, 0.96179], [0.46655, 1.62501, 1.08898], [0.23856, 1.34271, -0.78771], [-1.82597, -1.08498, -0.54831], [-2.38878, -2.49880, -0.39996], [-2.58748, -1.63593, -0.80138]]}

--- two ---
{"formula": "CH6NO2", "method": "ωB97M-V/def2-TZVPD", "total_charge": -1, "lumo_energy_ev": 4.67, "orbital_gap_ev": 7.0, "species": ["O", "H", "N", "C", "O", "H", "H", "H", "H", "H"], "positions_angstrom": [[-0.34124, -2.08151, 1.15256], [-0.56227, -2.24651, 0.25761], [-0.68214, 0.72579, 0.52664], [0.55700, 0.72126, -0.16553], [0.61082, 0.48902, -1.63344], [-0.52943, -1.13600, 1.30735], [-1.09186, 1.61600, 0.23354], [1.18220, -0.10983, 0.20593], [1.16429, 1.62453, 0.03106], [-0.30738, 0.39726, -1.91572]]}

Which of them is the least stable? Correct choice: one.